The following is a DFT calculation (the ωB97M-V functional and the def2-TZVPD basis) of C15H26AsCl3CuO5P as an isolated structure.

Element x y z (Å)
Cu  -0.032  1.891  0.805
Cl  6.125  4.432  -1.938
C  4.551  3.758  -1.629
C  4.351  2.966  -0.515
C  3.092  2.442  -0.286
Cl  2.872  1.413  1.104
C  1.975  2.670  -1.122
O  0.800  2.165  -0.935
C  2.264  3.482  -2.247
Cl  0.967  3.804  -3.352
C  3.509  4.017  -2.506
H  5.161  2.756  0.169
H  3.665  4.631  -3.382
C  -3.097  0.221  1.687
As  -1.969  0.965  3.056
C  -0.998  -0.473  3.879
C  -3.137  1.757  4.354
O  -0.938  2.147  2.505
H  -3.922  -0.309  2.164
H  -2.521  -0.468  1.075
H  -3.487  1.033  1.076
H  -1.647  -1.337  4.014
H  -0.610  -0.142  4.840
H  -0.184  -0.738  3.209
H  -3.789  1.000  4.788
H  -3.734  2.520  3.858
H  -2.535  2.221  5.133
C  -2.888  -1.256  -2.651
C  -1.447  -0.860  -2.428
O  -0.895  -1.663  -1.373
P  -0.037  -0.899  -0.200
O  -0.337  -1.874  1.056
C  -0.202  -3.307  0.962
C  -1.568  -3.954  0.972
O  1.469  -1.407  -0.523
C  2.130  -0.795  -1.656
C  2.302  -1.813  -2.760
H  -3.317  -0.680  -3.472
H  -3.479  -1.070  -1.753
H  -2.961  -2.315  -2.898
H  -1.362  0.200  -2.166
H  -0.852  -1.026  -3.328
H  0.390  -3.619  1.823
H  0.355  -3.563  0.061
H  -2.119  -3.670  1.871
H  -1.472  -5.040  0.964
H  -2.141  -3.648  0.097
H  3.092  -0.437  -1.290
H  1.564  0.079  -1.988
H  2.879  -2.669  -2.410
H  2.830  -1.361  -3.601
H  1.335  -2.175  -3.112

The value obtained for the relative energy (zero: lowest compared OMol25 entry of this formula, charge and spin) is 0.475 eV. The calculation puts the HOMO energy at -7.2 eV. The multiplicity is 1.

The following is a DFT calculation (the ωB97M-V functional and the def2-TZVPD basis) of one molecule with the formula C2H7N5O in a non-equilibrium geometry.

Element x y z (Å)
C  -0.526  0.407  -0.107
C  2.204  -1.431  -0.051
H  -3.022  -1.597  -0.069
H  -2.682  -0.477  1.139
H  -2.297  0.556  -1.011
H  2.156  -2.030  0.945
H  3.151  -1.587  -0.648
H  1.644  1.560  0.147
H  0.966  2.990  -0.195
N  -2.258  -0.986  0.359
N  -1.634  -0.173  -0.640
N  1.380  -0.590  -0.498
N  -0.347  1.667  -0.172
N  0.862  2.134  0.351
O  0.403  -0.444  0.449

As for the SMILES: C=NO/C(=N\N)NN. The value obtained for the relative energy (zero: lowest compared OMol25 entry of this formula, charge and spin) is 4.234 eV. The calculation puts the HOMO energy at -8.4 eV. The multiplicity is 1.

The following is a DFT calculation (the ωB97M-V functional and the def2-TZVPD basis) of C28H52Cl2GeNO5PPtSi3 as an isolated structure.

Element x y z (Å)
Pt  0.114  0.058  0.002
Cl  2.370  -5.799  -3.566
C  1.641  -4.689  -2.450
C  0.262  -4.720  -2.255
C  -0.326  -3.822  -1.397
Cl  -2.050  -3.838  -1.212
C  0.411  -2.845  -0.675
O  -0.227  -2.000  0.076
C  1.820  -2.881  -0.858
C  2.780  -2.073  -0.109
O  2.598  -1.404  0.893
C  2.405  -3.785  -1.760
H  -0.349  -5.436  -2.789
H  3.809  -2.140  -0.512
H  3.480  -3.776  -1.892
C  0.505  -1.171  -4.734
C  1.510  -0.441  -4.119
C  1.299  0.031  -2.837
N  0.161  -0.189  -2.170
C  -0.810  -0.890  -2.766
C  -0.678  -1.393  -4.047
H  0.646  -1.569  -5.731
H  2.452  -0.250  -4.613
H  2.062  0.588  -2.308
H  -1.695  -1.077  -2.171
H  -1.484  -1.970  -4.479
C  -4.694  4.369  -0.492
C  -3.940  3.276  0.227
O  -2.539  3.285  -0.156
P  -2.028  2.181  -1.203
O  -0.360  2.734  -1.109
C  0.048  4.098  -1.503
C  0.213  5.028  -0.326
O  -2.422  2.919  -2.576
C  -2.550  2.153  -3.801
C  -1.297  2.266  -4.635
H  -5.730  4.380  -0.154
H  -4.683  4.210  -1.570
H  -4.252  5.342  -0.279
H  -4.366  2.289  0.021
H  -3.947  3.426  1.306
H  -0.724  4.441  -2.185
H  0.976  3.954  -2.054
H  -0.702  5.082  0.260
H  0.425  6.024  -0.718
H  1.042  4.741  0.318
H  -3.412  2.573  -4.315
H  -2.772  1.112  -3.552
H  -1.087  3.307  -4.877
H  -1.428  1.718  -5.569
H  -0.438  1.844  -4.112
C  0.549  2.007  -0.094
H  1.537  2.174  -0.535
H  0.463  2.613  0.802
C  2.121  1.652  4.979
Si  2.507  0.707  3.404
C  3.307  1.860  2.159
C  3.642  -0.709  3.863
Ge  0.595  -0.267  2.311
Si  -1.297  1.273  3.306
C  -2.826  0.633  2.453
C  -0.935  3.062  2.912
C  -1.352  1.023  5.152
Si  0.100  -2.430  3.267
C  0.265  -2.324  5.142
C  -1.621  -3.031  2.848
C  1.377  -3.660  2.666
H  3.065  2.028  5.386
H  1.679  1.001  5.735
H  1.463  2.510  4.837
H  4.272  2.215  2.529
H  2.680  2.736  1.972
H  3.472  1.344  1.211
H  4.520  -0.326  4.390
H  3.975  -1.249  2.976
H  3.143  -1.414  4.530
H  -2.700  0.646  1.370
H  -3.684  1.254  2.731
H  -3.043  -0.394  2.753
H  -1.262  3.319  1.907
H  0.120  3.316  3.021
H  -1.491  3.680  3.625
H  -1.112  0.011  5.464
H  -2.375  1.239  5.477
H  -0.676  1.710  5.660
H  -0.654  -1.977  5.615
H  1.083  -1.676  5.463
H  0.465  -3.323  5.539
H  -2.394  -2.481  3.390
H  -1.708  -4.082  3.139
H  -1.814  -2.955  1.778
H  2.394  -3.318  2.857
H  1.277  -3.860  1.598
H  1.226  -4.601  3.202

Its total charge is +1. The value obtained for the relative energy (zero: lowest compared OMol25 entry of this formula, charge and spin) is 2.353 eV. The calculation puts the HOMO energy (alpha / beta) at -10.1 / -10.2 eV. Its expectation value of S² is 0.76. The multiplicity is 2.

The following is a DFT calculation (the ωB97M-V functional and the def2-TZVPD basis) of a 9-piece molecular cluster, C9H36O9 overall in a non-equilibrium geometry.

Element x y z (Å)
C  -0.653  -3.885  -3.151
O  -0.404  -2.691  -2.430
H  0.037  -4.682  -2.875
H  -1.621  -4.316  -2.895
H  -0.670  -3.682  -4.222
H  -1.158  -2.130  -2.624
C  -2.725  -0.007  -4.073
O  -2.574  -1.181  -3.326
H  -3.227  -0.171  -5.027
H  -3.327  0.752  -3.573
H  -1.731  0.303  -4.392
H  -3.427  -1.615  -3.252
C  -1.906  0.936  4.124
O  -3.015  0.147  4.552
H  -0.968  0.483  4.445
H  -1.778  0.984  3.043
H  -1.998  1.932  4.558
H  -2.814  -0.685  4.117
C  0.059  0.379  -0.776
O  -0.162  0.678  0.600
H  0.753  -0.457  -0.868
H  -0.859  0.155  -1.318
H  0.631  1.214  -1.179
H  -0.931  1.235  0.740
C  -3.816  1.481  1.153
O  -2.598  1.839  0.537
H  -4.565  1.383  0.368
H  -3.667  0.618  1.801
H  -4.247  2.293  1.739
H  -2.644  2.785  0.378
C  4.361  -0.056  -1.520
O  5.261  0.931  -1.017
H  4.568  -1.022  -1.060
H  3.387  0.198  -1.101
H  4.256  -0.117  -2.603
H  6.091  0.843  -1.490
C  -0.123  3.920  2.714
O  0.604  5.100  2.819
H  -1.196  4.058  2.577
H  0.288  3.455  1.818
H  0.012  3.310  3.607
H  1.543  4.903  2.795
C  1.863  0.313  3.314
O  2.229  -0.075  2.009
H  2.608  -0.118  3.983
H  1.997  1.367  3.559
H  0.840  0.072  3.604
H  1.537  0.205  1.406
C  2.942  -3.780  -1.898
O  2.366  -2.645  -2.481
H  3.076  -3.583  -0.834
H  2.173  -4.551  -1.923
H  3.880  -4.229  -2.225
H  1.441  -2.595  -2.231

Its total charge is -1. The value obtained for the relative energy (zero: lowest compared OMol25 entry of this formula, charge and spin) is 0.872 eV. The calculation puts the HOMO energy (alpha / beta) at 0.5 / -7.5 eV. Its expectation value of S² is 0.75. The multiplicity is 2.